A molecular structure, C22H25ClF6N5O5PReSb2Se4Te, computed with ωB97M-V/def2-TZVPD.

CARTESIAN COORDINATES (ANGSTROEM)
1 Re 0.43463 -0.52150 -0.18102
2 Se 4.00680 -3.97064 1.03350
3 Sb 2.36196 -2.73440 2.15890
4 Se 2.38755 -0.30363 0.94979
5 Se -0.05257 -2.69354 0.56176
6 Se 1.55069 -2.44030 4.34638
7 Cl 4.00723 -5.47562 -6.35369
8 C 3.24002 -4.70785 -5.02805
9 C 2.85015 -3.37727 -5.14276
10 C 2.23884 -2.75773 -4.07353
11 C 1.99953 -3.47183 -2.89870
12 C 2.39188 -4.80871 -2.79511
13 C 3.02056 -5.42421 -3.85745
14 C 1.34317 -2.81786 -1.77969
15 O 0.95700 -3.55624 -0.80652
16 O 1.19720 -1.53823 -1.78526
17 H 3.03234 -2.84494 -6.06684
18 H 1.93602 -1.72161 -4.14549
19 H 2.21846 -5.35326 -1.87692
20 H 3.34376 -6.45471 -3.78996
21 C -3.87028 -3.26154 1.40751
22 C -3.86042 -1.84490 1.90594
23 O -2.58798 -1.22603 1.47581
24 P -2.31782 0.30229 1.56327
25 O -0.94622 0.58531 0.99882
26 Te -4.07987 1.63636 0.50622
27 O -2.56254 0.84969 2.99509
28 C -1.63060 0.70758 4.15330
29 C -1.80030 -0.61972 4.84024
30 H -4.80331 -3.73175 1.72103
31 H -3.04315 -3.83232 1.83270
32 H -3.81305 -3.29691 0.32097
33 H -3.90142 -1.79295 2.98957
34 H -4.67930 -1.26530 1.48509
35 H -1.89945 1.53368 4.80073
36 H -0.61984 0.86079 3.78198
37 H -2.83859 -0.77996 5.13074
38 H -1.19517 -0.61266 5.74808
39 H -1.45430 -1.45028 4.22389
40 F -1.51779 -0.56204 -1.43144
41 Sb -3.13391 -0.51513 -2.51902
42 F -4.74460 -0.04258 -3.26823
43 F -2.20917 0.59503 -3.65233
44 F -2.69887 -2.16255 -3.19766
45 F -3.31441 1.28910 -1.31365
46 F -3.99943 -1.18092 -1.01525
47 C 1.28855 3.00844 0.52367
48 C 1.16355 2.51913 -0.87511
49 N 0.76025 1.30680 -1.26521
50 C 0.78565 1.29896 -2.66399
51 C 1.20748 2.50343 -3.09389
52 N 1.43533 3.26149 -1.95933
53 C 2.04585 4.59884 -1.92671
54 N 3.36416 4.56652 -1.38584
55 N 3.57696 5.09549 -0.13540
56 N 4.79994 4.92561 0.18089
57 C 5.43549 4.26522 -0.86582
58 C 6.76184 3.84466 -0.99021
59 C 7.10517 3.17977 -2.14511
60 C 6.16116 2.94023 -3.16536
61 C 4.85067 3.35437 -3.05808
62 C 4.51556 4.02547 -1.87797
63 H 0.68817 2.38932 1.18336
64 H 0.94814 4.04019 0.60678
65 H 2.32640 2.98980 0.85975
66 H 0.52047 0.43435 -3.24183
67 H 1.34497 2.89516 -4.08911
68 H 1.46721 5.25503 -1.28614
69 H 2.03903 4.98771 -2.94029
70 H 7.48202 4.04931 -0.20767
71 H 8.12250 2.83693 -2.28176
72 H 6.48031 2.42211 -4.06140
73 H 4.13793 3.17754 -3.85491

Force components x, y, z for each atom (eV/Å):
0.381 0.426 -0.085
-0.418 0.229 0.130
0.229 -0.220 0.442
-0.170 0.135 0.073
-0.014 -0.714 0.391
0.119 -0.022 -0.413
0.004 0.001 -0.003
0.011 0.018 -0.032
-0.022 0.128 -0.059
0.042 0.090 -0.103
-0.075 0.106 0.119
0.020 -0.107 0.007
-0.016 -0.115 0.135
0.328 -0.009 -0.232
-0.291 0.075 -0.131
-0.501 0.197 0.185
-0.009 -0.018 0.044
0.028 -0.028 -0.015
0.000 -0.013 -0.027
-0.028 0.048 -0.004
0.039 -0.106 0.024
-0.005 -0.201 -0.035
-0.026 0.042 0.062
0.111 0.075 0.221
0.117 -0.256 -0.331
0.028 0.159 0.133
0.108 -0.022 -0.063
0.024 -0.045 0.123
-0.099 -0.041 -0.086
0.028 -0.010 -0.016
-0.050 0.018 -0.005
-0.014 0.005 0.029
0.081 0.062 0.106
0.000 0.082 -0.080
-0.073 0.095 -0.039
0.027 0.004 -0.091
0.013 0.016 0.028
-0.006 0.001 -0.015
-0.019 0.012 -0.011
0.202 -0.054 0.028
-0.010 0.223 0.492
-0.181 -0.052 -0.136
0.303 0.183 -0.245
-0.010 -0.210 -0.334
-0.008 -0.086 -0.242
-0.117 -0.135 0.226
-0.004 -0.048 -0.029
-0.273 -0.220 0.033
0.014 0.018 -0.526
0.127 0.068 0.402
-0.008 0.157 0.044
0.171 0.198 -0.117
0.044 -0.136 0.053
-0.328 0.219 0.132
0.432 -0.227 -0.211
-0.275 -0.104 -0.392
0.180 0.046 0.311
0.109 0.020 0.034
0.027 0.021 0.047
-0.048 0.017 0.019
0.013 0.009 -0.041
-0.050 -0.022 0.028
-0.010 -0.022 0.001
0.025 -0.006 -0.013
0.011 0.005 -0.011
-0.073 -0.055 0.033
0.014 0.001 0.100
-0.110 0.086 0.022
-0.010 -0.018 -0.120
-0.041 -0.037 -0.046
-0.037 0.020 -0.011
-0.014 0.028 0.036
0.034 0.012 0.056

Spin multiplicity: 2
⟨S²⟩: 0.808
E_tot, eV: -362898.6733
Net charge: +2
Orbital gap (spin up / spin down), eV: 5.40 / 5.24



2 unconnected molecules or ions with the total composition C22H25ClFN5O3 at a distorted geometry, computed with ωB97M-V/def2-TZVPD.

CARTESIAN COORDINATES (ANGSTROEM)
1 O -1.99304 4.53449 -1.22224
2 O -3.34169 -4.47634 -0.01663
3 O 0.75058 -2.95405 -1.96372
4 F 4.05238 2.15825 0.31010
5 Cl 1.71531 0.50136 1.18201
6 N -0.18642 7.22584 -0.05980
7 C -1.35876 5.56669 -1.04073
8 C -3.28902 -3.32726 -0.42786
9 C -0.04833 -3.63243 -1.32963
10 C -0.14126 7.36903 -1.36377
11 C 3.58590 -3.99449 2.31296
12 C 2.90757 -2.79379 2.58115
13 C 2.90119 -5.06923 1.71940
14 C 2.94622 4.24591 0.42278
15 C 1.80421 4.99666 0.69093
16 C 0.58635 2.98030 1.20645
17 C 1.54701 -2.66911 2.25015
18 C 1.54210 -4.93786 1.37950
19 C 2.92477 2.86198 0.56022
20 C 1.74518 2.22784 0.96915
21 C 0.59960 4.37732 1.06247
22 C 0.86181 -3.73207 1.63479
23 N -0.21313 -4.89995 -1.73023
24 N -0.86171 6.38394 -2.02010
25 N -0.91702 6.08479 0.16050
26 N -2.19571 -2.56491 -0.41831
27 C -4.53712 -2.67044 -0.96949
28 C -1.11411 -5.95080 -1.26428
29 C -0.68337 5.99407 -3.40998
30 C -0.65239 5.20599 1.29764
31 C -0.59636 -3.56308 1.24542
32 C -0.79937 -2.95531 -0.15531
33 H 0.40726 8.16230 -1.86400
34 H 4.63203 -4.09203 2.56592
35 H 3.43007 -1.96758 3.04264
36 H 3.42303 -5.99329 1.51483
37 H 3.86721 4.73592 0.12385
38 H 1.87387 6.07622 0.60717
39 H -0.32457 2.46579 1.49767
40 H 1.02416 -1.75277 2.47357
41 H 1.02488 -5.76378 0.91545
42 H 0.37664 -5.13590 -2.51328
43 H -2.32251 -1.62496 -0.75494
44 H -4.35255 -2.32784 -1.98619
45 H -4.80526 -1.82776 -0.33530
46 H -5.34834 -3.39743 -0.97284
47 H -1.17600 -5.97816 -0.17870
48 H -2.11137 -5.79218 -1.67661
49 H -0.75379 -6.92048 -1.61019
50 H -1.58247 5.49241 -3.78265
51 H 0.16366 5.30763 -3.50731
52 H -0.49976 6.87258 -4.03597
53 H -1.51642 4.55475 1.46514
54 H -0.52320 5.81236 2.19920
55 H -1.07080 -2.90531 1.97516
56 H -1.09745 -4.52462 1.32238
57 H -0.27969 -1.99923 -0.07856

Force components x, y, z for each atom (eV/Å):
0.239 0.445 0.228
0.426 -0.020 0.026
-0.013 0.515 0.364
-0.683 0.232 0.167
0.069 0.349 -0.123
0.716 0.343 -1.192
-0.455 -2.008 -0.017
-1.303 -1.157 0.297
0.285 0.648 -0.576
-0.235 -0.347 1.268
-0.856 0.055 -0.211
-0.487 -0.702 -0.375
-0.475 0.834 0.133
-0.121 -0.169 0.123
0.008 -0.353 0.026
0.445 0.454 -0.222
0.711 -0.898 -0.188
0.698 0.799 0.432
-0.338 0.140 0.109
0.097 0.176 -0.044
0.462 -0.513 -0.050
0.322 0.011 -0.078
-0.448 -1.286 0.399
0.792 1.257 0.098
-0.583 0.076 -0.547
1.275 0.529 -0.324
0.066 0.029 -0.026
-0.147 0.245 -0.150
-0.269 -0.146 -0.237
0.238 0.056 0.206
0.109 -0.674 0.109
0.026 0.387 0.703
-0.311 -0.169 0.133
0.038 -0.011 0.010
0.006 0.036 0.018
0.005 -0.049 0.000
-0.070 -0.125 0.041
-0.154 -0.138 0.002
0.128 0.037 -0.062
-0.120 0.102 0.040
-0.099 -0.084 -0.052
0.006 0.194 0.025
0.157 -0.026 -0.115
-0.110 0.174 -0.047
-0.107 0.158 -0.085
0.148 0.086 0.053
-0.099 0.035 -0.095
-0.009 -0.169 0.233
0.156 0.147 -0.010
0.177 0.113 0.253
-0.123 0.060 0.034
-0.046 -0.066 0.281
0.118 0.207 -0.261
-0.090 0.138 -0.256
-0.118 0.086 -0.134
-0.122 -0.019 0.018
0.067 -0.022 -0.353

E_tot, eV: -52053.2898
Net charge: 0
Orbital gap, eV: 9.47